*w*
Here is a 4-piece molecular cluster, C27H44O2 overall from the Open Molecules 2025 dataset. Energies are from the ωB97M-V functional and the def2-TZVPD basis.

Positions of all 73 atoms, in Å:
1 C -4.0325 -1.4410 -1.2159
2 C -4.5594 -0.6439 -0.4602
3 C -4.7833 0.8805 -0.7821
4 C -3.9431 1.5998 -1.2044
5 C -2.5441 1.1898 -1.5017
6 C -1.7583 0.9489 -0.3448
7 C -0.3237 0.7108 -0.4398
8 C 0.3544 1.0101 -2.1159
9 H -0.3048 0.5317 -2.8366
10 H 0.5307 1.9896 -2.2845
11 C 1.6710 0.4681 -1.8516
12 H 2.4472 1.0788 -1.9925
13 H 1.8942 -0.5975 -2.8197
14 C 1.7393 -0.4269 -0.4965
15 H 2.1949 0.0719 0.1114
16 C 2.4234 -1.8672 -0.5214
17 C 2.4769 -2.8351 0.6848
18 H 1.4377 -3.2095 0.8241
19 H 2.7241 -1.9556 1.4499
20 H 3.1692 -3.4060 0.7141
21 H 1.9932 -2.4328 -1.5393
22 C 3.8442 -1.5187 -0.9083
23 C 4.8559 -0.7713 0.0012
24 C 4.9353 0.6648 -0.1381
25 H 5.2364 0.9372 -1.6079
26 H 4.1506 1.1588 -0.1035
27 C 6.1302 1.0884 0.5076
28 C 5.9216 1.2810 1.9858
29 H 4.8130 1.4365 2.3966
30 H 6.0144 0.0376 2.3791
31 H 6.6303 1.8095 2.5252
32 C 6.1641 2.7403 0.0292
33 H 7.0293 3.2890 0.7314
34 H 5.2384 3.1352 0.3762
35 H 6.3590 2.8191 -0.9034
36 O 7.3713 0.8328 0.1737
37 H 8.0799 1.0411 0.4553
38 H 5.8648 -1.2872 0.1495
39 H 4.4750 -1.0112 0.9713
40 H 3.8799 -0.9565 -1.9215
41 H 4.4662 -2.6831 -1.0807
42 C 0.0751 -0.5054 0.0709
43 C -0.6133 -1.6949 -0.9462
44 H -1.6288 -1.5775 -0.9894
45 H -0.4838 -2.5701 -0.5950
46 H 0.0131 -1.7605 -2.0070
47 C -0.0230 -0.8276 1.3655
48 H 0.2879 -1.8572 1.7276
49 C -1.5651 -0.3844 1.4913
50 H -2.3140 -1.2019 1.1829
51 H -1.7437 -0.4685 2.6248
52 C -2.0358 0.9203 1.0039
53 H -2.9456 1.0549 1.1017
54 H -1.4900 1.5871 1.7175
55 H 0.6017 -0.0580 2.0025
56 H 0.3220 1.6435 0.2673
57 H -2.2278 1.4947 -2.4210
58 H -4.3767 2.6456 -1.3998
59 C -6.3441 1.3231 -0.5728
60 H -6.3192 2.2955 -0.4034
61 C -6.8680 0.7240 0.6762
62 C -6.7409 -0.7276 1.0129
63 C -5.2714 -1.1170 0.7654
64 H -5.3733 -2.2390 1.0085
65 H -4.7567 -0.7902 1.7092
66 H -7.1641 -1.1093 1.9196
67 H -7.3546 -1.3097 0.1855
68 O -8.2244 1.3334 0.9412
69 H -8.8110 0.8148 1.7078
70 H -6.3064 1.3623 1.9693
71 H -6.9339 0.8899 -1.2521
72 H -3.6193 -1.0966 -2.1370
73 H -4.0320 -2.5013 -1.1237

The HOMO-LUMO gap is 8.92 eV.

Let us look at the natural (NBO) charges, expressed in e, one per atom:
1 C -0.374
2 C -0.038
3 C 0.029
4 C -0.229
5 C -0.234
6 C 0.064
7 C -0.170
8 C -0.414
9 H 0.217
10 H 0.203
11 C -0.315
12 H 0.201
13 H 0.133
14 C -0.152
15 H 0.135
16 C -0.217
17 C -0.557
18 H 0.207
19 H 0.184
20 H 0.178
21 H 0.203
22 C -0.359
23 C -0.483
24 C -0.264
25 H 0.096
26 H 0.192
27 C 0.257
28 C -0.616
29 H 0.228
30 H 0.174
31 H 0.211
32 C -0.563
33 H 0.161
34 H 0.180
35 H 0.180
36 O -0.705
37 H 0.472
38 H 0.233
39 H 0.206
40 H 0.222
41 H 0.175
42 C -0.032
43 C -0.593
44 H 0.216
45 H 0.178
46 H 0.210
47 C -0.429
48 H 0.246
49 C -0.388
50 H 0.215
51 H 0.211
52 C -0.488
53 H 0.220
54 H 0.222
55 H 0.197
56 H 0.186
57 H 0.213
58 H 0.206
59 C -0.471
60 H 0.229
61 C 0.263
62 C -0.450
63 C -0.437
64 H 0.219
65 H 0.213
66 H 0.229
67 H 0.183
68 O -0.773
69 H 0.471
70 H 0.062
71 H 0.219
72 H 0.200
73 H 0.202



*x*
Here is one molecule with the formula C27H44O2 from the Open Molecules 2025 dataset. Energies are from the ωB97M-V functional and the def2-TZVPD basis.

Positions of all 73 atoms, in Å:
1 C 3.3634 -1.3424 -4.5788
2 C 3.5726 -1.6051 -3.2911
3 C 2.6885 -2.4134 -2.4514
4 C 1.3710 -2.5240 -2.6810
5 C 0.4500 -3.3406 -1.9116
6 C -0.7972 -3.0424 -1.5402
7 C -1.6522 -4.0570 -0.8241
8 C -2.0893 -3.5697 0.5625
9 C -2.7233 -2.1802 0.5000
10 C -1.8177 -1.1888 -0.2332
11 C -0.5227 -0.9788 0.5510
12 C -2.5213 0.1372 -0.5966
13 C -2.7911 1.1317 0.5510
14 C -4.0655 1.9204 0.2375
15 C -1.6515 2.1109 0.8681
16 C -1.7038 2.6161 2.3101
17 C -0.5815 3.6133 2.5909
18 C -0.5032 4.0626 4.0541
19 C -1.7160 4.8983 4.4567
20 C 0.7769 4.8650 4.2825
21 C -1.7245 0.6727 -1.8050
22 C -0.9380 -0.5257 -2.3751
23 C -1.5222 -1.7380 -1.6523
24 C 3.3684 -2.9893 -1.2437
25 C 3.8506 -1.8494 -0.3241
26 O 4.9067 -2.2773 0.5112
27 C 4.3612 -0.6563 -1.1413
28 C 4.7880 -1.0631 -2.5596
29 O 5.4146 -0.0012 -3.2365
30 H 4.0601 -0.7465 -5.1434
31 H 2.5178 -1.7360 -5.1144
32 H 0.9494 -1.9960 -3.5235
33 H 0.8268 -4.3205 -1.6355
34 H -2.5474 -4.2401 -1.4270
35 H -1.1193 -5.0047 -0.7256
36 H -2.8074 -4.2781 0.9820
37 H -1.2245 -3.5523 1.2273
38 H -3.6794 -2.2486 -0.0262
39 H -2.9291 -1.8307 1.5143
40 H -0.7426 -0.6540 1.5651
41 H 0.1083 -0.2356 0.0749
42 H 0.0470 -1.9032 0.5994
43 H -3.5103 -0.1574 -0.9679
44 H -2.9816 0.5350 1.4503
45 H -3.9524 2.4608 -0.7000
46 H -4.2786 2.6409 1.0230
47 H -4.9222 1.2553 0.1504
48 H -1.7127 2.9664 0.1915
49 H -0.6843 1.6360 0.7162
50 H -2.6687 3.0866 2.4995
51 H -1.6081 1.7675 2.9928
52 H -0.7110 4.4919 1.9542
53 H 0.3706 3.1491 2.3199
54 H -0.4695 3.1692 4.6886
55 H -2.6332 4.3196 4.3873
56 H -1.6125 5.2431 5.4833
57 H -1.8061 5.7694 3.8108
58 H 1.6543 4.2705 4.0376
59 H 0.7809 5.7557 3.6574
60 H 0.8539 5.1761 5.3219
61 H -2.4027 1.0861 -2.5514
62 H -1.0427 1.4676 -1.5122
63 H 0.1231 -0.4243 -2.1552
64 H -1.0541 -0.6056 -3.4554
65 H -2.4957 -1.9535 -2.1130
66 H 4.2458 -3.5617 -1.5576
67 H 2.7014 -3.6505 -0.6901
68 H 3.0050 -1.5169 0.3013
69 H 4.6325 -3.0703 0.9843
70 H 3.5785 0.1029 -1.2189
71 H 5.2136 -0.2249 -0.6159
72 H 5.5600 -1.8387 -2.4957
73 H 4.7759 0.7148 -3.3341

The HOMO-LUMO gap is 8.58 eV. Its structure (SMILES) is C=C1/C(=C/C=C2/CCC[C@]3(C)[C@@H]([C@H](C)CCCC(C)C)CC[C@@H]23)C[C@@H](O)C[C@@H]1O.

Let us look at the natural (NBO) charges, expressed in e, one per atom:
1 C -0.388
2 C -0.041
3 C -0.029
4 C -0.188
5 C -0.261
6 C 0.088
7 C -0.432
8 C -0.389
9 C -0.401
10 C 0.018
11 C -0.645
12 C -0.194
13 C -0.206
14 C -0.601
15 C -0.394
16 C -0.382
17 C -0.390
18 C -0.210
19 C -0.606
20 C -0.598
21 C -0.421
22 C -0.398
23 C -0.277
24 C -0.462
25 C 0.113
26 O -0.719
27 C -0.442
28 C 0.066
29 O -0.702
30 H 0.211
31 H 0.197
32 H 0.210
33 H 0.201
34 H 0.204
35 H 0.211
36 H 0.211
37 H 0.196
38 H 0.199
39 H 0.207
40 H 0.212
41 H 0.210
42 H 0.219
43 H 0.200
44 H 0.194
45 H 0.200
46 H 0.205
47 H 0.206
48 H 0.197
49 H 0.201
50 H 0.194
51 H 0.191
52 H 0.193
53 H 0.196
54 H 0.189
55 H 0.206
56 H 0.208
57 H 0.200
58 H 0.206
59 H 0.200
60 H 0.205
61 H 0.210
62 H 0.208
63 H 0.212
64 H 0.211
65 H 0.207
66 H 0.218
67 H 0.216
68 H 0.162
69 H 0.467
70 H 0.203
71 H 0.240
72 H 0.194
73 H 0.463



Short version: *x*, *w*, most stable first.



*w*
Here is a 7-piece molecular cluster, C22H60N2O11 overall from the Open Molecules 2025 dataset. Energies are from the ωB97M-V functional and the def2-TZVPD basis.

Positions of all 95 atoms, in Å:
1 C 3.1981 -8.3743 -1.7725
2 O 2.3916 -7.4088 -2.2945
3 C 2.0140 -6.4946 -1.2792
4 C 0.5764 -6.0655 -1.4561
5 N 0.3044 -5.0843 -0.4465
6 C -0.9744 -4.5432 -0.5018
7 C -1.1337 -3.6169 0.6117
8 O -2.2913 -3.3043 0.9979
9 C -3.1563 -2.6608 0.0639
10 H 4.0603 -8.0112 -1.3655
11 H 3.5032 -9.0434 -2.5369
12 H 2.7573 -9.0088 -1.0669
13 H 2.7132 -5.6535 -1.1470
14 H 2.0582 -6.9643 -0.2635
15 H -0.0950 -6.8396 -1.3973
16 H 0.4588 -5.5821 -2.5015
17 H 0.9034 -4.3192 -0.7265
18 H -1.7191 -5.3337 -0.4055
19 H -1.2025 -4.1047 -1.4898
20 H -0.7345 -2.6596 0.2776
21 H -0.4923 -3.9224 1.4669
22 H -2.7426 -1.6540 -0.2586
23 H -4.1522 -2.6340 0.4330
24 H -3.2461 -3.2582 -0.8737
25 C 1.0104 3.3030 -3.3622
26 O 0.6859 3.2075 -2.0227
27 C 1.7178 3.7061 -1.2066
28 C 1.4698 3.1928 0.2484
29 N 2.3667 3.7293 1.1888
30 C 2.2817 3.2189 2.5459
31 C 1.1259 3.8552 3.3677
32 O 0.9991 3.4778 4.4894
33 C 0.6726 2.0646 4.7266
34 H 1.3878 4.2755 -3.6398
35 H 0.1677 3.1142 -4.0886
36 H 1.8863 2.6128 -3.5587
37 H 1.9173 4.7505 -1.3060
38 H 2.6692 3.2596 -1.5001
39 H 1.4032 2.1320 0.3794
40 H 0.4179 3.4802 0.4416
41 H 3.2946 3.6355 0.7234
42 H 3.2529 3.3656 3.0895
43 H 2.1630 2.1445 2.5503
44 H 0.3172 3.7458 2.7079
45 H 1.4228 4.9285 3.4754
46 H 0.4495 1.9865 5.8087
47 H 1.5841 1.4709 4.5650
48 H -0.1606 1.5907 4.2398
49 O -1.6892 -0.2656 3.0517
50 C -0.8468 -0.6647 2.0305
51 C 0.3230 0.1481 2.0951
52 O 1.0234 -0.1973 1.0102
53 H -1.4334 -0.8219 3.7573
54 H -0.5682 -1.7245 2.2982
55 H -1.3940 -0.6633 1.0821
56 H 1.1914 0.0545 2.8068
57 H 0.0988 1.2290 1.9982
58 H 1.5792 -0.9059 1.2480
59 O 1.8071 -1.1181 -3.8726
60 C 1.9510 -2.2575 -3.0575
61 C 2.4187 -1.9539 -1.7228
62 O 2.4199 -3.0762 -0.9423
63 H 2.6367 -0.9580 -4.2142
64 H 1.0052 -2.8279 -3.1292
65 H 2.7410 -2.9054 -3.6024
66 H 1.8857 -1.1646 -1.2556
67 H 3.4025 -1.4935 -1.8752
68 H 3.2158 -3.5338 -0.9644
69 C -2.3251 6.0480 -0.7855
70 C -1.3096 5.4692 0.0010
71 O -1.6756 5.3471 1.3784
72 H -3.2909 5.4762 -0.8413
73 H -2.0768 6.2324 -1.8218
74 H -2.6692 7.0797 -0.4208
75 H -0.4672 6.1123 -0.2033
76 H -1.0833 4.4581 -0.4408
77 H -1.6842 4.4202 1.5013
78 C -4.2333 3.0124 1.1778
79 C -3.5553 1.9214 1.8394
80 O -2.2029 2.3865 2.0040
81 H -4.2369 3.8294 1.9725
82 H -5.2670 2.9293 1.0567
83 H -3.6897 3.2766 0.3047
84 H -3.7072 0.9554 1.3510
85 H -3.8806 1.7172 2.7995
86 H -1.8171 1.5650 2.4146
87 C -1.7460 1.0446 -1.3113
88 C -0.7330 0.0060 -1.7677
89 O -1.0244 -0.4888 -3.0112
90 H -1.9643 1.6949 -2.1324
91 H -1.4054 1.6279 -0.4841
92 H -2.6555 0.5112 -1.0363
93 H -0.6418 -0.8929 -1.1368
94 H 0.2884 0.4958 -1.7039
95 H -0.2156 -0.8410 -3.3762

The HOMO-LUMO gap is 8.28 eV. Its structure (SMILES) is COCCNCCOC.COCCNCCOC.OCCO.OCCO.CCO.CCO.CCO.

Let us look at the Löwdin charges, expressed in e, one per atom:
1 C -0.153
2 O -0.139
3 C -0.215
4 C -0.199
5 N -0.070
6 C -0.257
7 C -0.393
8 O -0.140
9 C -0.033
10 H 0.063
11 H 0.087
12 H 0.078
13 H 0.112
14 H 0.134
15 H 0.097
16 H 0.149
17 H 0.074
18 H 0.139
19 H 0.129
20 H 0.095
21 H 0.153
22 H 0.090
23 H 0.082
24 H 0.099
25 C -0.135
26 O -0.202
27 C -0.197
28 C -0.222
29 N -0.064
30 C -0.177
31 C -0.419
32 O -0.086
33 C -0.013
34 H 0.072
35 H 0.110
36 H 0.100
37 H 0.117
38 H 0.112
39 H 0.093
40 H 0.095
41 H 0.130
42 H 0.137
43 H 0.076
44 H 0.092
45 H 0.161
46 H 0.101
47 H 0.084
48 H 0.061
49 O -0.033
50 C -0.255
51 C -0.324
52 O -0.043
53 H 0.091
54 H 0.144
55 H 0.115
56 H 0.151
57 H 0.110
58 H 0.082
59 O -0.030
60 C -0.255
61 C -0.283
62 O -0.019
63 H 0.053
64 H 0.132
65 H 0.158
66 H 0.095
67 H 0.142
68 H 0.063
69 C -0.139
70 C -0.366
71 O -0.043
72 H 0.085
73 H 0.073
74 H 0.110
75 H 0.115
76 H 0.113
77 H 0.000
78 C -0.079
79 C -0.333
80 O -0.101
81 H 0.121
82 H 0.062
83 H 0.063
84 H 0.113
85 H 0.093
86 H 0.050
87 C -0.054
88 C -0.367
89 O -0.049
90 H 0.076
91 H 0.051
92 H 0.064
93 H 0.081
94 H 0.117
95 H 0.041



*x*
Here is a 7-piece molecular cluster, C22H60N2O11 overall from the Open Molecules 2025 dataset. Energies are from the ωB97M-V functional and the def2-TZVPD basis.

Positions of all 95 atoms, in Å:
1 C 4.0625 -0.3958 -7.3770
2 O 3.9915 0.0442 -6.0240
3 C 2.6665 0.3692 -5.6400
4 C 2.7445 0.8642 -4.1360
5 N 1.5475 1.3802 -3.5860
6 C 1.7525 1.9892 -2.3340
7 C 0.4185 2.5352 -1.7010
8 O 0.4045 3.0752 -0.5910
9 C 0.5315 4.5022 -0.4330
10 H 4.9915 -0.9608 -7.3800
11 H 4.1905 0.3712 -8.1290
12 H 3.3145 -1.1618 -7.6200
13 H 2.0385 -0.5948 -5.7340
14 H 2.2975 1.0522 -6.3800
15 H 3.5425 1.5402 -4.0940
16 H 3.0115 -0.0838 -3.6310
17 H 1.2665 2.2122 -4.1550
18 H 2.4685 2.7712 -2.5960
19 H 2.3005 1.3692 -1.7060
20 H -0.2765 1.6922 -1.5780
21 H -0.1785 3.1722 -2.4460
22 H -0.1635 5.1132 -1.0140
23 H 1.5505 4.8322 -0.7480
24 H 0.2585 4.9182 0.4920
25 C -1.9945 -0.4428 -3.3410
26 O -2.6785 -1.5628 -2.8810
27 C -1.9295 -2.3288 -2.0770
28 C -1.9265 -1.9438 -0.6250
29 N -1.2995 -2.9858 0.1730
30 C -1.6415 -2.7838 1.6380
31 C -0.9935 -3.8258 2.4090
32 O -1.1715 -3.9008 3.6400
33 C -0.5275 -5.0648 4.1450
34 H -1.4295 -0.8568 -4.2390
35 H -1.3585 -0.1398 -2.5100
36 H -2.5355 0.3862 -3.6640
37 H -0.8855 -2.4298 -2.3630
38 H -2.3305 -3.3748 -2.2170
39 H -2.8975 -1.7638 -0.2770
40 H -1.4945 -1.0008 -0.3530
41 H -0.2385 -3.0048 0.0600
42 H -2.7115 -2.8188 1.8750
43 H -1.3065 -1.7828 1.8390
44 H 0.0645 -3.5438 2.2660
45 H -1.2615 -4.8068 1.9830
46 H -0.7425 -6.0288 3.5660
47 H -0.6975 -5.1968 5.2580
48 H 0.5505 -5.0468 3.8980
49 O 1.1425 1.7792 1.8430
50 C 0.7335 0.5212 1.4720
51 C 1.8505 -0.3568 1.4200
52 O 1.3815 -1.6748 1.2850
53 H 1.0235 2.2742 1.0620
54 H 0.1335 0.1472 2.2410
55 H 0.1945 0.5052 0.5900
56 H 2.5585 -0.1028 2.2930
57 H 2.4975 -0.1838 0.5550
58 H 0.8365 -1.5948 0.5010
59 O -2.6915 1.0672 -0.9210
60 C -3.3075 1.4052 0.3030
61 C -3.0915 2.8082 0.6010
62 O -3.9875 3.0682 1.6020
63 H -3.1855 1.4232 -1.6380
64 H -4.3525 1.1612 0.3910
65 H -2.6755 0.7882 1.0240
66 H -3.4675 3.3062 -0.3320
67 H -2.0865 3.2192 0.8000
68 H -4.8585 3.1672 1.2330
69 C 3.6035 -1.6228 -1.4740
70 C 2.3895 -2.1258 -2.1160
71 O 1.3185 -1.5608 -1.5370
72 H 3.6085 -0.5858 -1.4540
73 H 4.5365 -1.9988 -1.9130
74 H 3.7335 -1.7238 -0.3910
75 H 2.2365 -3.1618 -1.9050
76 H 2.3885 -2.0408 -3.2260
77 H 0.9635 -0.9698 -2.1180
78 C 0.0965 -0.9478 4.7200
79 C -1.2675 -1.0818 5.1800
80 O -1.2095 -2.2868 5.8030
81 H 0.3385 0.1082 4.5180
82 H 0.2355 -1.5078 3.7900
83 H 0.7885 -1.3248 5.3880
84 H -1.8905 -0.9318 4.3550
85 H -1.6435 -0.3468 5.9200
86 H -0.7635 -2.9448 5.2610
87 C -1.2335 4.0592 3.7100
88 C -1.3785 2.7692 4.3750
89 O -2.3325 2.0572 3.6000
90 H -2.1755 4.6072 3.8980
91 H -0.8345 3.8622 2.6580
92 H -0.5535 4.6162 4.3310
93 H -1.8245 3.0772 5.3360
94 H -0.4175 2.2922 4.3470
95 H -2.6545 2.6262 2.9530

The HOMO-LUMO gap is 8.73 eV. Its structure (SMILES) is COCCNCCOC.COCCNCCOC.OCCO.OCCO.CCO.CCO.CCO.

Let us look at the Löwdin charges, expressed in e, one per atom:
1 C -0.111
2 O -0.205
3 C -0.197
4 C -0.199
5 N -0.083
6 C -0.194
7 C -0.334
8 O -0.175
9 C -0.024
10 H 0.084
11 H 0.083
12 H 0.090
13 H 0.138
14 H 0.105
15 H 0.102
16 H 0.098
17 H 0.142
18 H 0.120
19 H 0.087
20 H 0.108
21 H 0.154
22 H 0.092
23 H 0.112
24 H 0.065
25 C -0.104
26 O -0.155
27 C -0.279
28 C -0.227
29 N -0.030
30 C -0.172
31 C -0.421
32 O -0.159
33 C -0.067
34 H 0.121
35 H 0.057
36 H 0.063
37 H 0.106
38 H 0.150
39 H 0.106
40 H 0.083
41 H 0.120
42 H 0.139
43 H 0.093
44 H 0.130
45 H 0.141
46 H 0.110
47 H 0.119
48 H 0.096
49 O -0.003
50 C -0.309
51 C -0.262
52 O -0.061
53 H 0.029
54 H 0.089
55 H 0.105
56 H 0.168
57 H 0.095
58 H 0.031
59 O -0.073
60 C -0.240
61 C -0.286
62 O -0.053
63 H 0.072
64 H 0.133
65 H 0.149
66 H 0.140
67 H 0.124
68 H 0.104
69 C -0.083
70 C -0.347
71 O -0.037
72 H 0.033
73 H 0.096
74 H 0.085
75 H 0.117
76 H 0.131
77 H 0.032
78 C -0.086
79 C -0.360
80 O -0.065
81 H 0.079
82 H 0.073
83 H 0.068
84 H 0.089
85 H 0.133
86 H 0.045
87 C -0.114
88 C -0.326
89 O -0.060
90 H 0.100
91 H 0.095
92 H 0.074
93 H 0.125
94 H 0.096
95 H -0.025



Short version: *w*, *x*, most stable first.